1.
DFT (wB97M-V/def2-TZVPD) results for a structure of composition C3H13N2O2W.

Cartesian coordinates (Å):
C: 1.320 1.639 0.139
W: -0.248 0.187 -0.153
N: -1.540 -1.628 0.002
N: 0.008 0.201 -2.323
H: -2.494 -1.365 0.265
H: 1.083 -0.895 0.310
H: 1.828 1.600 1.101
H: 0.697 2.537 0.110
H: 2.072 1.703 -0.650
H: -0.916 0.442 -2.686
H: 0.361 -0.663 -2.767
H: 0.633 0.971 -2.570
H: -1.620 -2.190 -0.847
H: -1.211 -2.288 0.720
C: -1.907 1.489 3.572
C: -1.016 0.661 2.641
O: -0.148 -0.150 2.944
O: -1.369 0.948 1.392
H: -1.718 1.215 4.607
H: -2.949 1.284 3.298
H: -1.738 2.563 3.407

## Properties
E: -448.88250 a.u.
Total charge: +1
2S+1: 3
⟨S²⟩: 2.014
Frontier orbital gap (alpha / beta): 0.27472 / 0.33590 hartree



2.
DFT (wB97M-V/def2-TZVPD) results for the molecule C4H5NO.

Cartesian coordinates (Å):
N: -1.962 -0.734 -0.185
C: -1.563 0.409 0.180
O: -0.264 0.737 0.248
C: 0.637 -0.309 -0.108
C: 2.492 1.450 -0.029
C: 2.030 0.232 0.008
H: -2.978 -0.777 -0.167
H: -2.170 1.266 0.483
H: 0.427 -0.640 -1.131
H: 0.485 -1.169 0.551
H: 2.865 -0.465 0.148

## Properties
E: -285.25251 a.u.
Total charge: 0
2S+1: 1
Frontier orbital gap: 0.36901 hartree



3.
DFT (wB97M-V/def2-TZVPD) results for a cluster of 7 separate species, C21H50ClN6O9 in total.

Cartesian coordinates (Å):
Cl: 0.485 -1.124 0.721
O: 1.927 -1.214 0.609
O: -0.026 -0.182 -0.239
O: -0.097 -2.434 0.490
O: 0.151 -0.726 2.070
C: 5.362 1.215 -4.254
C: 5.607 2.173 -3.081
N: 5.043 1.786 -1.777
C: 3.591 1.695 -1.849
C: 2.912 3.032 -2.085
C: 5.659 0.553 -1.294
C: 5.356 0.298 0.167
H: 4.351 1.308 -4.652
H: 5.512 0.166 -4.005
H: 6.067 1.503 -5.038
H: 6.679 2.257 -2.882
H: 5.250 3.166 -3.353
H: 3.285 0.970 -2.613
H: 3.140 1.368 -0.910
H: 3.113 3.466 -3.068
H: 1.838 2.986 -1.899
H: 3.223 3.825 -1.395
H: 6.725 0.617 -1.524
H: 5.292 -0.326 -1.854
H: 5.583 1.172 0.782
H: 5.913 -0.548 0.577
H: 4.300 0.074 0.324
C: -1.900 1.780 -2.402
O: -2.295 2.923 -2.385
N: -2.646 0.747 -2.863
C: -2.123 -0.597 -2.974
C: -4.049 0.860 -3.165
H: -0.920 1.387 -2.091
H: -2.501 -1.095 -3.869
H: -2.525 -1.203 -2.151
H: -1.041 -0.636 -2.911
H: -4.438 1.843 -2.909
H: -4.286 0.705 -4.226
H: -4.589 0.100 -2.595
C: 1.703 -1.196 -3.596
O: 1.382 -0.552 -4.583
N: 1.602 -2.537 -3.487
C: 0.874 -3.283 -4.498
C: 2.151 -3.249 -2.352
H: 2.191 -0.753 -2.712
H: 0.107 -2.698 -4.989
H: 0.357 -4.064 -3.925
H: 1.523 -3.809 -5.200
H: 1.386 -3.331 -1.570
H: 2.451 -4.247 -2.665
H: 2.966 -2.745 -1.834
C: -2.309 3.965 1.611
O: -2.454 4.021 0.414
N: -2.267 2.814 2.327
C: -2.554 2.854 3.732
C: -2.574 1.546 1.673
H: -2.209 4.863 2.248
H: -2.388 1.914 4.254
H: -3.611 3.087 3.939
H: -2.024 3.625 4.295
H: -1.832 0.828 2.025
H: -3.557 1.231 2.050
H: -2.603 1.551 0.591
C: -1.803 -0.539 4.747
O: -2.957 -0.785 5.037
N: -0.803 -0.653 5.635
C: 0.551 -0.245 5.346
C: -1.001 -1.176 6.976
H: -1.456 -0.153 3.783
H: 0.779 -0.208 4.279
H: 1.308 -0.862 5.830
H: 0.713 0.773 5.728
H: -0.505 -2.139 7.074
H: -0.600 -0.436 7.676
H: -2.058 -1.233 7.221
C: -3.917 -1.401 0.413
O: -4.605 -0.833 -0.410
N: -4.396 -2.096 1.473
C: -3.511 -2.497 2.566
C: -5.784 -2.468 1.559
H: -2.818 -1.435 0.427
H: -2.494 -2.158 2.396
H: -3.530 -3.585 2.649
H: -3.895 -2.004 3.460
H: -6.166 -2.121 2.532
H: -6.343 -1.925 0.805
H: -5.947 -3.546 1.625

## Properties
E: -2295.85346 a.u.
Total charge: -1
2S+1: 1
Frontier orbital gap: 0.31013 hartree



4.
DFT (wB97M-V/def2-TZVPD) results for a cluster of 9 separate species, C17H51BFN20O12S in total.

Cartesian coordinates (Å):
C: 2.123 0.177 -0.462
C: 3.382 1.152 -0.756
C: 3.174 2.485 0.103
C: 2.541 3.693 -0.776
C: 0.970 3.868 -0.523
C: 0.084 3.761 -1.877
N: -0.957 2.686 -1.745
C: -1.854 2.422 -0.650
N: -1.958 3.075 0.511
B: -2.999 2.696 1.568
O: -4.137 3.592 1.642
O: -2.883 1.531 2.388
N: -2.728 1.301 -0.894
C: -2.273 0.944 -2.215
S: -2.946 -0.467 -3.184
O: -3.693 -0.025 -4.388
O: -1.779 -1.354 -3.507
F: -4.001 -1.309 -2.207
N: -1.247 1.778 -2.726
C: -0.662 1.612 -4.088
H: 2.445 -0.704 0.182
H: 1.693 -0.272 -1.421
H: 1.309 0.797 0.039
H: 3.377 1.371 -1.870
H: 4.331 0.591 -0.448
H: 4.219 2.851 0.408
H: 2.556 2.250 1.027
H: 2.819 3.505 -1.861
H: 3.046 4.643 -0.409
H: 0.704 4.840 0.031
H: 0.668 3.027 0.203
H: 0.829 3.455 -2.693
H: -0.422 4.757 -2.143
H: -1.376 3.895 0.757
H: -4.344 3.744 0.686
H: -3.292 0.798 1.868
H: -0.134 2.573 -4.424
H: 0.073 0.752 -4.153
H: -1.539 1.436 -4.808
C: -6.111 5.898 4.466
O: -6.173 6.927 5.126
N: -5.124 5.682 3.551
N: -7.014 4.896 4.587
H: -5.041 4.851 2.995
H: -4.440 6.411 3.439
H: -7.753 5.031 5.255
H: -6.990 4.030 4.052
C: 7.293 2.461 -0.960
O: 6.149 2.062 -0.764
N: 8.023 2.083 -2.034
N: 7.925 3.315 -0.119
H: 8.960 2.396 -2.211
H: 7.590 1.448 -2.683
H: 7.416 3.620 0.693
H: 8.860 3.651 -0.262
C: -7.200 1.313 3.430
O: -7.244 2.352 4.082
N: -6.233 1.066 2.512
N: -8.110 0.325 3.569
H: -6.181 0.223 1.970
H: -5.535 1.779 2.379
H: -8.846 0.469 4.240
H: -8.088 -0.533 3.043
C: 8.544 -0.942 0.774
O: 9.164 -0.713 -0.257
N: 7.303 -0.439 1.007
N: 9.041 -1.715 1.770
H: 6.777 -0.613 1.843
H: 6.900 0.142 0.286
H: 9.959 -2.108 1.634
H: 8.549 -1.914 2.621
C: -5.787 -4.388 -4.103
O: -6.859 -4.929 -4.311
N: -5.597 -3.507 -3.085
N: -4.689 -4.618 -4.869
H: -4.726 -3.052 -2.896
H: -6.389 -3.311 -2.495
H: -4.791 -5.265 -5.633
H: -3.798 -4.183 -4.714
C: 10.638 -5.402 1.588
O: 10.561 -4.380 2.254
N: 11.625 -5.610 0.680
N: 9.744 -6.416 1.699
H: 11.706 -6.440 0.124
H: 12.308 -4.879 0.570
H: 8.997 -6.299 2.362
H: 9.789 -7.262 1.162
C: 0.708 -3.422 -0.040
O: 1.292 -2.426 0.362
N: 0.578 -3.711 -1.361
N: 0.139 -4.325 0.798
H: 0.104 -4.523 -1.712
H: 0.987 -3.064 -2.014
H: 0.215 -4.146 1.785
H: -0.343 -5.149 0.488
C: -8.009 -3.394 1.041
O: -8.057 -2.354 1.687
N: -7.035 -3.646 0.129
N: -8.924 -4.382 1.182
H: -6.978 -4.492 -0.409
H: -6.336 -2.935 -0.003
H: -9.662 -4.232 1.849
H: -8.903 -5.241 0.663

## Properties
E: -3199.30567 a.u.
Total charge: +1
2S+1: 1
Frontier orbital gap: 0.19979 hartree